{
  "formula": "C37H48CuN5O2Si",
  "method": "ωB97M-V with the def2-TZVPD basis set",
  "largest_force_ev_per_a": 0.73,
  "charge": -1,
  "de_lowest_kcal_mol": 0.0,
  "spin_multiplicity": 2,
  "symbols": ["Cu", "C", "Si", "C", "C", "N", "C", "C", "C", "C", "C", "C", "O", "C", "C", "C", "C", "C", "C", "H", "H", "H", "H", "H", "H", "H", "H", "H", "H", "H", "H", "H", "H", "H", "H", "H", "H", "C", "C", "N", "C", "C", "N", "C", "C", "H", "H", "H", "H", "H", "H", "H", "H", "H", "H", "H", "H", "N", "C", "O", "C", "C", "C", "N", "C", "C", "H", "H", "H", "H", "H", "H", "C", "C", "C", "C", "C", "C", "C", "C", "C", "C", "H", "H", "H", "H", "H", "H", "H", "H", "H", "H", "H", "H"],
  "positions_angstrom": [[-0.3051, 0.4184, 0.4750], [1.6411, -2.5835, 0.5632], [2.5432, -1.0958, -0.1647], [3.9239, -0.8572, 1.0920], [3.2957, -1.7138, -1.7834], [1.5481, 0.2710, -0.3997], [2.0973, 1.4987, -0.6621], [3.4756, 1.7392, -0.9107], [4.0133, 3.0034, -1.1058], [3.2070, 4.1292, -1.0782], [1.8406, 3.9500, -0.8736], [1.3152, 2.6878, -0.6919], [-0.0718, 2.4941, -0.5556], [-0.8282, 3.5466, -0.0815], [-1.4351, 4.4030, -0.9828], [-2.2938, 5.3881, -0.5153], [-2.5409, 5.5112, 0.8476], [-1.9193, 4.6453, 1.7409], [-1.0551, 3.6625, 1.2800], [2.3128, -3.4254, 0.3498], [0.2008, -2.8819, -1.0306], [1.6387, -2.4585, 1.6540], [4.3567, -1.8307, 1.3534], [3.4971, -0.4236, 2.0051], [4.7357, -0.2044, 0.7634], [3.7756, -2.6913, -1.6498], [4.0428, -1.0214, -2.1844], [2.5094, -1.8196, -2.5410], [4.1444, 0.8895, -0.9375], [5.0812, 3.1030, -1.2744], [3.6152, 5.1232, -1.2106], [1.1856, 4.8111, -0.8566], [-1.2396, 4.2774, -2.0413], [-2.7755, 6.0571, -1.2188], [-3.2161, 6.2761, 1.2112], [-2.1081, 4.7292, 2.8043], [-0.5779, 2.9652, 1.9615], [-3.3923, 0.4715, 1.1452], [-4.9097, 0.3829, 0.8245], [-5.1221, 0.1106, -0.6035], [-4.6079, 1.2480, -1.3748], [-3.1461, 1.5642, -0.9614], [-2.6171, 0.4842, -0.1088], [-2.8269, -0.7992, -0.8036], [-4.3444, -1.0773, -0.9713], [-3.0592, -0.3770, 1.7396], [-3.1435, 1.3726, 1.7082], [-5.4216, 1.3169, 1.0656], [-5.3865, -0.4106, 1.4035], [-5.2550, 2.1104, -1.2018], [-4.6764, 0.9922, -2.4347], [-3.0993, 2.4920, -0.3908], [-2.4896, 1.6727, -1.8267], [-2.3487, -1.5822, -0.2230], [-2.3117, -0.7445, -1.7647], [-4.6668, -1.9031, -0.3315], [-4.5861, -1.3479, -2.0013], [-0.5319, -1.0189, 7.4722], [0.1978, -0.0619, 6.7437], [0.8968, 0.7457, 7.3695], [0.0421, -0.0605, 5.3172], [0.7928, 0.8561, 4.5182], [0.6457, 0.8801, 3.1645], [-0.2268, 0.0799, 2.4586], [-0.8943, -0.8339, 3.2163], [-0.8027, -0.9460, 4.5745], [-0.1549, -1.1320, 8.3994], [-0.7229, -1.8911, 7.0072], [1.4992, 1.5159, 5.0057], [1.2542, 1.5481, 2.5611], [-1.5308, -1.5228, 2.6691], [-1.3963, -1.7146, 5.0569], [-1.7160, -4.4981, -0.1067], [-0.3191, -4.2959, 0.5046], [-0.4656, -4.3441, 2.0259], [0.2342, -2.9170, 0.0667], [0.6160, -5.3881, -0.0169], [0.7608, -5.5754, -1.3940], [1.6309, -6.5243, -1.9095], [2.3827, -7.3220, -1.0546], [2.2548, -7.1474, 0.3140], [1.3841, -6.1888, 0.8242], [-2.4407, -3.8448, 0.3860], [-2.0526, -5.5301, 0.0232], [-1.7327, -4.2661, -1.1752], [-1.1850, -3.5861, 2.3440], [0.4719, -4.1364, 2.5434], [-0.8347, -5.3195, 2.3558], [-0.4454, -2.1341, 0.4177], [0.1966, -4.9548, -2.0816], [1.7255, -6.6383, -2.9833], [3.0654, -8.0629, -1.4526], [2.8411, -7.7524, 0.9960], [1.3189, -6.0643, 1.8970]]
}


{
  "formula": "C13H11F4N3O4",
  "method": "ωB97M-V with the def2-TZVPD basis set",
  "largest_force_ev_per_a": 15.06,
  "energy_ev": -37184.1645,
  "spin_multiplicity": 1,
  "symbols": ["C", "C", "H", "H", "O", "C", "O", "N", "H", "C", "N", "C", "O", "N", "C", "O", "C", "C", "C", "C", "C", "C", "H", "H", "F", "H", "H", "H", "C", "F", "F", "F", "H", "H", "H"],
  "positions_angstrom": [[-2.2869, -3.7446, 0.8441], [-2.5018, -3.1672, -0.6101], [-3.3739, -3.5402, -1.0770], [-1.7403, -3.2906, -1.3029], [-2.9798, -1.9463, -0.6604], [-2.0469, -1.0036, -0.3646], [-0.9089, -1.3081, -0.3202], [-2.4743, 0.3862, -0.3745], [-3.5007, 0.5544, -0.3101], [-1.4827, 1.3989, -0.1085], [-1.0565, 2.1663, -1.3071], [0.2496, 1.8846, -1.5613], [1.0470, 1.8884, -2.5182], [0.8223, 1.3244, -0.2099], [-0.2230, 0.9554, 0.4937], [-0.2312, 0.5234, 1.8664], [2.1876, 0.7019, 0.0319], [2.3931, -0.4357, 0.6064], [3.8477, -0.6414, 0.6887], [4.7227, 0.1846, 0.5347], [4.4407, 1.3719, -0.2291], [3.0537, 1.8400, -0.1991], [2.9338, 2.8173, -0.7335], [5.2376, 2.0873, -0.2176], [6.0308, -0.0488, 0.3926], [4.0741, -1.6855, 1.1673], [1.6308, -1.2381, 0.7559], [-1.5319, 2.4205, -2.1343], [-2.2760, 2.5290, 0.8254], [-2.6503, 2.1000, 1.9448], [-1.3444, 3.6798, 0.9100], [-3.2627, 3.0578, -0.0997], [-1.4389, -3.2076, 1.2058], [-2.1446, -4.9318, 0.6350], [-3.2156, -3.6826, 1.4351]]
}


{
  "formula": "C15H25N5O5Pm",
  "method": "ωB97M-V with the def2-TZVPD basis set",
  "largest_force_ev_per_a": 3.55,
  "charge": 1,
  "de_lowest_kcal_mol": 0.0,
  "spin_multiplicity": 5,
  "symbols": ["O", "H", "Pm", "N", "N", "O", "O", "C", "C", "C", "C", "H", "H", "H", "H", "H", "H", "H", "H", "O", "H", "H", "C", "H", "H", "H", "O", "H", "H", "N", "C", "C", "C", "C", "C", "N", "C", "C", "C", "C", "C", "N", "H", "H", "H", "H", "H", "H", "H", "H", "H"],
  "positions_angstrom": [[-3.1212, 1.1360, -2.2940], [-4.0559, 1.2312, -2.0522], [-0.6298, 0.0405, 0.1908], [1.3385, 0.3930, -1.1311], [-0.5459, 2.0789, -1.1262], [2.3813, -0.5893, -1.0863], [-1.6646, 2.9409, -1.1696], [1.6018, 1.5224, -1.8355], [0.5223, 2.4520, -1.8628], [2.9000, 1.8542, -2.4912], [0.5859, 3.7403, -2.6056], [3.6028, 1.0195, -2.5939], [3.4085, 2.6708, -1.9541], [2.7067, 2.2379, -3.5025], [-0.3286, 4.3094, -2.4113], [0.6717, 3.5752, -3.6919], [1.4515, 4.3428, -2.2871], [3.1947, -0.0407, -1.1072], [-2.3551, 2.3813, -1.6473], [-0.3700, 1.8065, 1.7353], [0.3438, 1.5817, 2.3661], [-0.1134, 2.6457, 1.2982], [-2.5790, -0.0578, -1.4838], [-2.8244, 0.1302, -0.4066], [-1.5114, -0.0931, -1.8007], [-3.0751, -0.9771, -1.8273], [0.7636, -3.0213, -1.5544], [1.4008, -2.2679, -1.3384], [0.6424, -3.4612, -0.6685], [-1.6200, -0.7618, 2.9509], [-0.2627, -1.1613, 3.1586], [0.1666, -1.5896, 4.4110], [1.4402, -2.1468, 4.5148], [2.2351, -2.2099, 3.3618], [1.7676, -1.6882, 2.1673], [0.5282, -1.1131, 2.0766], [-2.4557, -1.7172, 2.2871], [-3.4918, -2.3573, 2.9703], [-4.1665, -3.3858, 2.3129], [-3.7891, -3.6971, 0.9954], [-2.7845, -2.9644, 0.3710], [-2.1282, -1.9536, 1.0122], [-2.0274, -0.5736, 3.8623], [-0.5380, -1.5042, 5.2389], [1.8048, -2.5249, 5.4689], [3.2284, -2.6496, 3.3879], [2.3486, -1.6940, 1.2403], [-3.6978, -2.0389, 3.9928], [-4.9688, -3.9317, 2.8078], [-4.2804, -4.4971, 0.4422], [-2.4623, -3.1454, -0.6602]]
}


{
  "formula": "C3H13NO3",
  "method": "ωB97M-V with the def2-TZVPD basis set",
  "largest_force_ev_per_a": 4.80,
  "de_lowest_kcal_mol": 66.8,
  "spin_multiplicity": 1,
  "symbols": ["N", "C", "C", "C", "H", "H", "H", "H", "H", "H", "H", "H", "H", "O", "H", "H", "O", "H", "H", "O"],
  "positions_angstrom": [[1.2074, -0.0598, -1.9129], [1.1140, 0.1471, -0.4677], [-1.3363, 0.8999, -0.3335], [-0.3874, -0.0091, 0.1670], [0.4891, 0.1195, -2.6769], [2.1272, 0.4637, -2.1841], [1.4627, 1.0884, -0.0505], [1.7418, -0.7410, 0.0321], [-2.3374, 0.8051, -0.0774], [-1.1144, 1.6855, -1.0370], [-0.8210, -0.9407, 0.5701], [2.8474, 5.0599, -1.0144], [2.0779, 4.2100, 0.0518], [2.0170, 4.5441, -0.8345], [-2.7059, -1.4196, 3.4451], [-2.9700, -2.7661, 3.2510], [-3.4437, -2.0727, 3.6390], [1.0154, -4.0756, -0.6989], [0.6179, -2.6282, -1.1575], [0.5237, -3.3051, -0.4617]]
}


{
  "formula": "C16H22N6O5SZr",
  "method": "ωB97M-V with the def2-TZVPD basis set",
  "largest_force_ev_per_a": 0.54,
  "de_lowest_kcal_mol": 6.3,
  "spin_multiplicity": 1,
  "symbols": ["Zr", "N", "C", "S", "N", "N", "C", "C", "C", "C", "C", "C", "C", "O", "H", "H", "H", "H", "H", "H", "H", "C", "C", "N", "C", "C", "N", "C", "C", "N", "H", "H", "H", "H", "H", "H", "H", "H", "H", "H", "H", "H", "H", "H", "H", "O", "C", "O", "C", "O", "O"],
  "positions_angstrom": [[0.5356, -0.2679, 0.1202], [2.9835, -3.6561, 1.8928], [1.9333, -2.8733, 1.5064], [1.9163, -1.2487, 2.1546], [1.0055, -3.3998, 0.7845], [-0.0226, -2.5008, 0.5131], [-1.1796, -3.0332, 0.4243], [-2.4146, -2.2803, 0.3297], [-3.6041, -2.9642, 0.0601], [-4.8250, -2.3230, 0.0892], [-4.8713, -0.9726, 0.4267], [-3.7132, -0.2770, 0.7142], [-2.4666, -0.9100, 0.6536], [-1.3683, -0.2012, 0.9088], [3.8310, -3.1795, 2.1436], [3.0935, -4.5086, 1.3651], [-1.2421, -4.1167, 0.5127], [-3.5540, -4.0215, -0.1725], [-5.7326, -2.8669, -0.1324], [-5.8254, -0.4619, 0.4682], [-3.7469, 0.7688, 0.9946], [1.4733, 2.0549, -2.1031], [-0.0721, 2.1459, -2.0478], [-0.5703, 1.8082, -0.7058], [-0.5602, 2.9527, 0.2206], [-0.2194, 2.5255, 1.6375], [0.8925, 1.5555, 1.6690], [2.2572, 2.0948, 1.5283], [2.5632, 2.4814, 0.0854], [2.0441, 1.4822, -0.8704], [1.9144, 3.0359, -2.2971], [1.7554, 1.4154, -2.9389], [-0.4964, 1.4205, -2.7353], [-0.4094, 3.1416, -2.3507], [-1.5101, 1.4365, -0.7851], [-1.5228, 3.4711, 0.2157], [0.1682, 3.6759, -0.1438], [-1.0733, 2.0147, 2.0803], [0.0097, 3.4049, 2.2497], [0.8285, 1.0773, 2.5635], [2.9326, 1.3028, 1.8521], [2.4101, 2.9583, 2.1846], [3.6423, 2.6035, -0.0316], [2.1217, 3.4487, -0.1482], [2.7772, 0.8227, -1.1091], [2.8414, -2.3925, -2.6430], [2.0352, -1.7317, -2.0497], [2.2014, -1.1829, -0.8613], [0.6306, -1.3788, -2.6505], [0.2984, -1.6754, -3.7658], [-0.0957, -0.6753, -1.8070]]
}


{
  "formula": "C42H40BCl2N13O2RbS",
  "method": "ωB97M-V with the def2-TZVPD basis set",
  "largest_force_ev_per_a": 3.82,
  "charge": -1,
  "de_lowest_kcal_mol": 0.0,
  "spin_multiplicity": 1,
  "symbols": ["Rb", "C", "C", "C", "C", "N", "C", "N", "C", "N", "C", "N", "C", "C", "C", "C", "C", "N", "C", "C", "C", "C", "C", "C", "H", "H", "H", "H", "H", "H", "H", "H", "H", "H", "H", "H", "C", "C", "N", "N", "C", "B", "N", "C", "C", "C", "N", "N", "C", "C", "C", "N", "H", "H", "H", "H", "H", "H", "H", "H", "H", "H", "Cl", "C", "Cl", "H", "H", "C", "N", "C", "N", "O", "H", "H", "H", "H", "H", "H", "O", "S", "C", "C", "C", "C", "C", "C", "C", "C", "C", "C", "C", "C", "H", "H", "H", "H", "H", "H", "H", "H", "H", "H"],
  "positions_angstrom": [[0.6287, -0.2607, -0.0003], [-2.6474, 5.2004, 1.6861], [-1.6403, 4.8825, 2.6150], [-0.5302, 4.2098, 2.1722], [-0.4139, 3.8335, 0.8041], [-1.3929, 4.1053, -0.0397], [-2.4300, 4.7933, 0.3681], [0.7037, 3.1945, 0.4394], [1.4202, 3.2194, -0.6689], [2.3921, 2.2903, -0.9166], [2.8015, 2.4281, -2.2402], [3.8489, 1.8867, -2.8603], [4.7058, 1.0385, -2.2984], [6.0244, 0.9343, -2.9411], [6.9171, -0.0445, -2.5792], [6.5199, -0.9096, -1.5315], [5.2955, -0.7151, -0.9410], [4.4029, 0.2120, -1.2813], [2.0521, 3.5368, -2.8294], [1.9600, 4.0291, -4.1277], [1.1728, 5.1460, -4.3590], [0.5031, 5.7381, -3.3070], [0.5578, 5.2520, -2.0044], [1.2603, 4.1045, -1.7961], [-3.5329, 5.7203, 1.9574], [-1.7127, 5.1773, 3.6649], [0.3008, 4.0081, 2.8201], [-3.1416, 4.9819, -0.4103], [6.2463, 1.6083, -3.7605], [7.9292, -0.1123, -3.0127], [7.1970, -1.7061, -1.1772], [4.9499, -1.2250, -0.0322], [2.5528, 3.5523, -4.8845], [1.2073, 5.5993, -5.3372], [-0.1184, 6.5994, -3.5106], [0.1351, 5.8298, -1.1981], [2.6909, -4.5894, 0.6017], [2.8408, -3.1828, 0.6561], [2.6556, -2.6431, -0.5500], [2.3836, -3.6670, -1.4215], [2.4304, -4.8595, -0.7204], [1.5601, -3.4182, -2.7030], [1.7138, -2.0345, -3.3781], [2.5709, -1.7321, -4.3935], [2.2260, -0.4992, -4.9257], [1.0817, -0.1162, -4.1628], [0.8307, -0.9832, -3.1688], [0.0566, -3.6768, -2.3487], [-0.8741, -4.1592, -3.1855], [-2.0775, -4.3750, -2.4343], [-1.6756, -4.0969, -1.0659], [-0.3933, -3.7657, -1.0051], [2.6453, -5.3112, 1.4618], [2.9040, -2.5213, 1.5595], [2.1814, -5.7942, -1.2360], [1.8236, -4.2546, -3.4904], [3.3108, -2.4749, -4.6841], [2.6920, 0.0401, -5.7593], [0.4263, 0.7481, -4.3303], [-0.6745, -4.1865, -4.2426], [-3.0362, -4.7028, -2.8240], [-2.2341, -4.1774, -0.1432], [5.1843, 0.4809, 2.8479], [3.4252, 0.7725, 2.7990], [2.6607, 1.2979, 4.3878], [2.9645, -0.1665, 2.6161], [3.2022, 1.5724, 2.0582], [-4.8895, -0.4578, -2.4463], [-3.8751, 0.1121, -1.5839], [-2.5782, -0.2946, -1.5384], [-2.1763, -1.1392, -2.5287], [-1.7662, 0.2137, -0.7262], [-5.7786, 0.1683, -2.3579], [-5.1654, -1.4926, -2.1682], [-4.5305, -0.5165, -3.4826], [-4.1078, 0.8776, -0.9643], [-2.7911, -1.5976, -3.1541], [-1.1792, -1.3324, -2.6071], [-1.2357, -0.6742, 2.3817], [-2.6335, -0.6653, 2.8899], [-2.9191, -2.3274, 3.5236], [-4.1568, -2.8969, 3.2612], [-4.4208, -4.2442, 3.6552], [-3.4936, -4.9134, 4.4315], [-2.3377, -4.2745, 4.8387], [-2.0593, -2.9788, 4.3996], [-2.8417, 0.5298, 4.2226], [-4.1252, 1.0011, 4.6014], [-4.2027, 1.8384, 5.6698], [-3.0676, 2.2772, 6.3309], [-1.7976, 1.8850, 5.8842], [-1.6963, 0.9289, 4.8742], [-4.9371, -2.3373, 2.7416], [-5.3706, -4.7169, 3.4201], [-3.7226, -5.9388, 4.7878], [-1.6302, -4.8031, 5.4819], [-1.1235, -2.4589, 4.7232], [-5.0208, 0.6392, 4.0933], [-5.2202, 2.0822, 6.0401], [-3.1316, 2.9617, 7.1488], [-0.9039, 2.3021, 6.3236], [-0.7353, 0.5804, 4.5365]]
}


{
  "formula": "C18H21F5N2O4S",
  "method": "ωB97M-V with the def2-TZVPD basis set",
  "largest_force_ev_per_a": 4.08,
  "energy_ev": -54596.4894,
  "spin_multiplicity": 1,
  "symbols": ["C", "C", "C", "C", "C", "C", "F", "F", "C", "F", "F", "O", "S", "O", "O", "O", "C", "F", "H", "H", "H", "H", "H", "H", "H", "H", "H", "H", "H", "N", "C", "C", "C", "C", "C", "H", "H", "H", "H", "H", "N", "C", "C", "C", "C", "C", "H", "H", "H", "H", "H"],
  "positions_angstrom": [[-0.5033, 4.2205, 0.3007], [0.6041, 3.0693, 0.0860], [0.8355, 2.9861, -1.5092], [1.9466, 3.5350, 0.8120], [2.5067, 2.4903, 1.8797], [3.5509, 3.2750, 2.7835], [4.2114, 4.1886, 1.9320], [4.5539, 2.4868, 3.3397], [2.9245, 4.1434, 3.9563], [1.5794, 3.9002, 4.1918], [3.0279, 5.5196, 3.6627], [1.5782, 1.5930, 2.4831], [2.2461, 0.1041, 2.8187], [1.3860, -0.9265, 2.1809], [2.4732, -0.1062, 4.2654], [3.5609, 0.2638, 1.8141], [3.4461, 1.4813, 1.0324], [2.8108, 0.9742, -0.1369], [-0.9735, 4.0779, 1.3154], [-1.2858, 4.1799, -0.5211], [0.0223, 5.2285, 0.2597], [0.2292, 2.0520, 0.4006], [1.2218, 1.9576, -1.7602], [-0.1281, 3.2373, -2.0585], [1.6172, 3.7365, -1.8558], [1.6827, 4.4755, 1.3991], [2.6982, 3.7549, -0.0106], [3.5283, 3.9736, 4.9024], [4.4603, 1.8583, 0.7195], [-0.0292, -0.3390, -1.6297], [-0.8122, -0.3137, -2.7176], [-1.4819, -1.4213, -3.2120], [-1.3318, -2.6283, -2.5462], [-0.5256, -2.6829, -1.4196], [0.0983, -1.5178, -1.0034], [-0.8953, 0.6526, -3.2049], [-2.1039, -1.3419, -4.0944], [-1.8378, -3.5189, -2.9022], [-0.3853, -3.6088, -0.8771], [0.7361, -1.5082, -0.1254], [-2.8049, -6.0792, -1.8799], [-3.8854, -6.4357, -2.5888], [-5.1886, -6.1933, -2.1860], [-5.3920, -5.5476, -0.9765], [-4.2930, -5.1693, -0.2210], [-3.0295, -5.4540, -0.7131], [-3.6763, -6.9411, -3.5257], [-6.0228, -6.5023, -2.8026], [-6.3968, -5.3411, -0.6260], [-4.4141, -4.6641, 0.7285], [-2.1392, -5.1744, -0.1599]]
}